(1)
31
Properties=species:S:1:pos:R:3:lowdin_charge:R:1 method="wB97M-V/def2-TZVPD" homo_energy_ev="-5.674 / -8.839" largest_force_ha_per_bohr=0.091 multiplicity=3 total_energy_ha=-593.43422 lumo_energy_ev="0.837 / -0.944" homo_lumo_gap_ev="6.5 / 7.9" relative_energy_kj_mol=122.3
C -1.3115 -2.7157 1.4007 -0.264
C -1.0268 2.5984 -0.3675 -0.126
C 1.4404 2.8622 -0.2117 -0.133
C -0.8687 1.0669 -0.2836 -0.179
C 1.4870 1.3231 -0.3094 -0.174
C 0.9974 -3.0050 -1.3635 0.007
C -0.1962 -2.5655 0.6063 -0.097
C 0.1062 3.2331 0.4613 -0.303
C 0.1254 2.5680 1.8065 -0.036
C 0.2918 1.2579 1.7277 -0.104
C -1.0580 -4.1150 -0.9932 -0.036
N -2.2290 -2.8272 2.0962 0.147
N 0.3708 0.7037 0.4060 -0.166
N -0.0299 -3.1822 -0.5666 -0.260
H -0.9566 2.9439 -1.4008 0.110
H -1.9914 2.9138 0.0317 0.111
H 2.2617 3.2355 0.4027 0.110
H 1.5119 3.3211 -1.1983 0.109
H -1.6921 0.6107 0.2698 0.117
H -0.8403 0.6136 -1.2778 0.113
H 1.4173 0.9971 -1.3507 0.114
H 2.4183 0.9287 0.1045 0.115
H 1.0612 -3.5556 -2.2805 0.057
H 1.7647 -2.3054 -1.0969 0.055
H 0.5554 -1.8540 0.9079 0.101
H -0.0180 4.3159 0.5260 0.135
H 0.0365 3.1295 2.7202 0.105
H 0.3390 0.5577 2.5470 0.108
H -0.5941 -5.0186 -1.3875 0.090
H -1.6994 -4.3722 -0.1520 0.078
H -1.6727 -3.6643 -1.7744 0.096



(2)
32
Properties=species:S:1:pos:R:3:lowdin_charge:R:1 method="wB97M-V/def2-TZVPD" homo_energy_ev=-8.979 smiles="C=C1CCC(C)(C)[C@@]1(O)Cn1cncn1" largest_force_ha_per_bohr=0.073 total_energy_ha=-668.76077 lumo_energy_ev=0.693 homo_lumo_gap_ev=9.7 relative_energy_kj_mol=278.0
C 4.4281 0.2416 -0.2253 -0.217
C 3.2523 -1.5211 -0.1125 -0.146
C -0.9494 -1.4778 0.0630 -0.258
C -1.2771 -2.6574 -0.4897 0.091
C -1.8316 -0.9671 1.2049 -0.092
C -1.6681 0.5892 1.0650 -0.107
C 0.0736 -0.4552 -0.1900 -0.380
C -0.6588 0.8563 -0.0953 -0.428
C 0.2960 2.1319 0.0380 -0.009
C -1.4812 0.9896 -1.4381 -0.018
C 1.3155 -0.5008 1.1335 0.012
N 4.3823 -1.0852 -0.6212 0.065
N 3.4192 0.6104 0.5367 0.093
N 2.6100 -0.4886 0.5432 -0.154
O 0.8672 -0.6468 -1.3512 -0.022
H 5.2076 0.9087 -0.6141 0.104
H 2.7519 -2.4126 -0.4290 0.125
H -0.8390 -3.1799 -1.3034 0.054
H -1.9395 -3.3191 -0.0281 0.043
H -2.7635 -1.4763 1.2092 0.100
H -1.3171 -1.2027 2.1624 0.120
H -2.6115 1.1138 1.1612 0.111
H -1.2673 1.0332 1.9553 0.094
H 1.2126 2.1002 -0.6558 0.101
H 0.7045 2.2252 1.0173 0.056
H -0.3078 2.9406 -0.3070 0.066
H -2.2859 1.7094 -1.3575 0.081
H -1.8856 0.1221 -1.7923 0.048
H -0.8781 1.4359 -2.2743 0.100
H 1.1858 -1.4499 1.6744 0.124
H 1.0203 0.3491 1.6973 0.085
H 1.1752 0.3008 -1.6656 0.156



(3)
40
Properties=species:S:1:pos:R:3:lowdin_charge:R:1 method="wB97M-V/def2-TZVPD" homo_energy_ev="-9.955 / -10.055" largest_force_ha_per_bohr=0.083 multiplicity=2 total_energy_ha=-3308.39294 lumo_energy_ev="-5.464 / -5.525" homo_lumo_gap_ev="4.5 / 4.5" charge=+1
W 1.0788 -0.0918 1.1793 0.737
C -2.9608 0.7487 4.7927 -0.365
S -3.3309 0.8750 3.0230 0.872
C -1.8285 0.3191 2.3298 -1.028
S -0.3123 1.0586 2.8020 0.539
N -1.8913 -0.5760 1.4005 -0.072
N -0.7352 -0.9450 0.8293 -0.232
C -0.8018 -1.8937 -0.1223 -0.023
C 0.4222 -2.2459 -0.7201 -0.247
C 0.5758 -3.2523 -1.6889 0.020
C 1.8299 -3.5238 -2.1905 -0.013
C 2.9195 -2.7721 -1.7375 -0.007
C 2.7141 -1.7829 -0.7985 -0.098
N 1.5026 -1.5045 -0.2758 -0.121
H -3.7417 1.2942 5.3123 0.042
H -1.9885 1.1860 4.9938 0.017
H -2.9807 -0.2987 5.0827 0.047
H -1.7455 -2.3653 -0.3550 0.147
H -0.3032 -3.7850 -2.0156 0.128
H 1.9722 -4.3020 -2.9237 0.125
H 3.9118 -2.9550 -2.1135 0.122
H 3.5430 -1.1757 -0.4369 0.109
S 2.2564 1.4611 4.8413 -0.238
Sb 3.3504 0.1915 3.2727 0.315
S 2.8505 1.3911 1.1029 0.053
S 1.7985 -1.6942 2.8107 -0.005
C -2.0611 1.1112 -1.6464 -0.143
P -0.3649 1.7694 -1.6299 0.643
C 0.5274 1.1235 -3.0814 -0.142
C -0.3752 3.5843 -1.6609 -0.137
O 0.3398 1.3118 -0.3659 -0.579
H -2.6718 1.6572 -2.3569 0.062
H -2.4927 1.2040 -0.6500 0.052
H -2.0393 0.0586 -1.9238 0.049
H 0.0283 1.4121 -4.0008 0.062
H 0.5725 0.0355 -3.0218 0.046
H 1.5392 1.5259 -3.0845 0.065
H -0.8585 3.9552 -2.5595 0.062
H 0.6557 3.9366 -1.6302 0.067
H -0.9046 3.9534 -0.7827 0.069



(4)
32
Properties=species:S:1:pos:R:3:lowdin_charge:R:1 method="wB97M-V/def2-TZVPD" homo_energy_ev="-3.644 / -7.786" largest_force_ha_per_bohr=0.098 multiplicity=2 total_energy_ha=-648.20599 lumo_energy_ev="0.828 / 0.755" homo_lumo_gap_ev="4.5 / 8.5" relative_energy_kj_mol=248.1
C 1.1758 1.6925 -2.5491 -0.046
C 1.2978 -0.9130 0.0974 -0.176
C 0.7644 -0.2990 -1.1411 -0.205
C 1.5717 0.8366 -1.4179 -0.296
C 2.4624 0.9372 -0.4409 -0.061
C 1.0268 -2.2520 0.5141 -0.016
C 0.0248 -2.9491 -0.2134 -0.075
C -0.1473 -1.0317 -1.7871 -0.059
C -0.5057 -2.3299 -1.3654 -0.078
N 2.3111 -0.0456 0.5377 0.072
H 2.8308 -0.2269 1.3178 0.109
H 1.5340 -2.6531 1.3343 0.075
H 3.3024 1.6284 -0.4440 0.130
H -0.5325 -3.7811 0.2141 0.097
H -0.3754 -0.6582 -2.7845 0.099
H 1.9643 1.9236 -3.2813 0.074
H 0.6612 2.6454 -2.3276 0.076
H -1.3682 -2.6728 -1.8166 0.066
H 0.4207 0.9740 -3.1874 0.120
C -0.8528 1.9458 0.2290 -0.105
C -1.5866 0.3360 2.0220 -0.568
N -0.5763 0.8029 1.1283 -0.050
N -2.8353 0.2845 1.4678 0.081
N -1.2734 -0.5420 3.0171 0.048
H 0.5126 0.8779 1.3954 0.157
H -2.9219 0.8167 0.6264 0.061
H -3.5740 0.0657 2.1452 0.098
H -0.4625 -0.4681 3.5871 0.055
H -1.9684 -1.2875 3.4692 0.133
H -1.7365 2.4950 0.5213 0.074
H -1.0914 1.3818 -0.6863 0.070
H -0.0525 2.4659 -0.1816 0.040



(5)
32
Properties=species:S:1:pos:R:3:lowdin_charge:R:1 method="wB97M-V/def2-TZVPD" homo_energy_ev=-10.594 largest_force_ha_per_bohr=0.123 total_energy_ha=-648.08271 lumo_energy_ev=-2.758 homo_lumo_gap_ev=7.8 charge=+1 relative_energy_kj_mol=290.7
C 0.6793 -3.8736 -1.2697 -0.045
C -0.3413 -2.4428 0.5729 -0.415
N 0.6079 -2.7723 1.4711 0.208
N -0.5118 -3.0319 -0.6647 0.079
N -1.1466 -1.4516 0.8134 0.230
H 1.4130 -3.3955 1.1841 0.149
H 0.7894 -2.3181 2.3513 0.130
H -1.0014 -2.6081 -1.3844 0.103
H -1.8827 -1.0293 0.3706 0.098
H -1.3666 -1.0449 1.7120 0.148
H 0.9034 -4.8527 -0.7344 0.092
H 1.6369 -3.3210 -1.5197 0.097
H 0.2922 -4.4310 -2.2082 0.109
C -0.0107 2.5533 2.7923 -0.053
C -0.2555 1.8363 0.1605 -0.173
C 0.4755 2.1466 1.3747 -0.161
C 0.6665 1.0922 -0.6483 -0.252
C 1.8445 1.7795 1.0117 -0.041
C -1.5826 1.9758 -0.2537 -0.064
C -1.9761 1.5223 -1.5015 -0.067
C -0.9493 0.9239 -2.4068 -0.083
C 0.2917 0.6450 -1.9446 -0.056
N 1.9603 1.2351 -0.2595 0.093
H -2.1814 2.4214 0.5103 0.106
H -3.0489 1.6210 -1.6840 0.100
H -1.4468 0.8687 -3.3588 0.092
H -0.2787 3.5786 3.0019 0.064
H 0.8483 2.7138 3.4284 0.063
H 2.8378 2.0285 1.4794 0.133
H 2.7771 0.9314 -0.6355 0.114
H 1.0945 0.1593 -2.5393 0.119
H -0.8074 1.8711 3.1801 0.082



(6)
37
Properties=species:S:1:pos:R:3:lowdin_charge:R:1 method="wB97M-V/def2-TZVPD" homo_energy_ev=-7.886 smiles="NC(=O)CC[C@H](NC(=O)[C@@H](N)Cc1c[nH]cn1)C(=O)O" largest_force_ha_per_bohr=0.080 total_energy_ha=-1004.06845 lumo_energy_ev=0.404 homo_lumo_gap_ev=8.3 relative_energy_kj_mol=355.0
C -1.9965 1.4338 0.3551 -0.315
C -0.9294 1.0165 -0.7428 -0.386
C -1.2543 1.3976 1.6954 -0.104
C -0.1132 2.3921 1.7586 -0.290
C 1.2501 2.1850 1.8166 -0.051
C 0.7325 4.3144 1.4597 -0.203
C -0.7118 -1.5594 -0.1554 -0.231
C 0.2282 -1.7393 1.0208 -0.464
C -0.6970 -2.9277 -0.9510 -0.070
C 0.7562 -3.3029 -1.3139 -0.089
C 1.3639 -2.4331 -2.4011 -0.515
H -3.0889 -0.2286 0.6639 0.046
H -3.8755 0.8585 -0.3009 0.055
H -2.2744 2.5556 0.3480 0.164
H -1.0110 0.3568 1.9972 0.115
H -1.9758 1.7571 2.3784 0.098
H 1.8247 1.2622 1.9345 0.113
H 0.8844 5.3333 0.9474 0.136
H 2.8042 3.7502 1.4223 0.177
H 0.3289 -0.2901 -1.4384 0.073
H -1.6541 -1.3452 0.3782 0.127
H -1.2006 -3.7635 -0.3086 0.156
H -1.1918 -2.6594 -1.8291 0.097
H 0.7158 -4.3548 -1.5656 0.113
H 1.3324 -3.1778 -0.4682 0.082
H 1.6984 -3.9882 -3.8040 0.148
H 2.0910 -2.3218 -4.1812 0.104
H 0.0279 -3.3286 2.3418 0.130
N -3.0758 0.5811 0.1380 0.078
N -0.4676 3.7194 1.4185 0.107
N 1.8077 3.4486 1.6512 0.026
N -0.4389 -0.2907 -0.7857 0.110
N 1.7360 -2.9725 -3.5339 0.180
O -0.2804 1.8074 -1.4047 0.051
O 1.3467 -1.2846 1.1235 0.125
O 1.3680 -1.2080 -2.3325 0.051
O -0.4516 -2.6247 1.8657 0.056



(7)
32
Properties=species:S:1:pos:R:3:lowdin_charge:R:1 method="wB97M-V/def2-TZVPD" homo_energy_ev=-5.593 largest_force_ha_per_bohr=0.182 total_energy_ha=-709.27796 lumo_energy_ev=-3.053 homo_lumo_gap_ev=2.5 relative_energy_kj_mol=1450.7
C -1.8367 -2.9872 0.0384 -0.135
C -0.8879 -2.7214 -1.2965 -0.203
C 0.3846 -1.7256 -0.8710 -0.190
O 1.0472 -1.1811 -2.0665 -0.117
C 1.6384 0.1446 -1.8265 -0.230
O 2.9798 0.3788 -1.8623 -0.007
C 0.5681 1.3947 -1.5550 -0.014
C -0.9154 1.3153 -2.3056 0.067
C -1.9513 2.5752 -1.9487 0.013
N -1.5268 3.6825 -0.9875 -0.017
C -0.1816 3.7918 -0.3047 0.028
C 0.9790 2.6208 -0.5468 0.073
H -1.8775 -2.0765 0.7726 0.075
H -2.9101 -3.3026 -0.3377 0.074
H -1.3633 -3.9068 0.6061 0.089
H -0.4078 -3.7361 -1.6360 0.113
H -1.5441 -2.1936 -2.1158 0.097
H -0.0658 -0.9272 -0.1436 0.120
H 1.1865 -2.3473 -0.2552 0.158
H -1.2284 0.4169 -3.0265 0.127
H -3.0229 2.5365 -2.4505 0.127
H -2.2393 4.4323 -0.7863 0.146
H 0.0994 4.6631 0.4438 0.134
H 2.0341 2.6155 -0.0404 0.125
C 1.6082 0.1721 2.7009 -0.142
C 1.1258 -1.0864 3.4437 -0.562
O 0.1342 -1.5979 2.7325 -0.257
H 0.8142 0.9239 2.6094 0.049
H 2.4342 0.6350 3.2534 0.053
H 1.9786 -0.0622 1.6949 0.044
H 0.9156 -0.7516 4.4715 0.079
H 2.0305 -1.6957 3.5958 0.084



(8)
31
Properties=species:S:1:pos:R:3:lowdin_charge:R:1 method="wB97M-V/def2-TZVPD" homo_energy_ev=-12.894 largest_force_ha_per_bohr=0.097 total_energy_ha=-900.31915 lumo_energy_ev=-3.692 homo_lumo_gap_ev=9.2 charge=+1 relative_energy_kj_mol=392.6
C 0.4006 -4.3626 1.0330 -0.070
C -0.2795 -3.3403 1.6586 -0.054
C 1.1695 -4.0393 -0.0965 -0.036
C -0.0300 -1.9418 1.4022 -0.051
C 1.4627 -2.6905 -0.3454 -0.096
C 0.8886 -1.6910 0.3871 -0.371
C -0.3369 3.2824 0.1494 -0.154
C 0.7832 2.4746 -0.3779 -0.201
C -1.0339 2.3198 1.1301 -0.107
C 0.3340 1.0357 -0.3733 -0.332
C -0.1333 -0.1723 -2.1880 0.129
N -0.9683 1.0568 0.3102 0.021
O 2.7444 -0.1843 -0.9166 -0.316
P 1.6683 -0.1601 0.0561 0.672
H 0.0966 -5.4102 1.2262 0.128
H -0.9881 -3.6608 2.4186 0.110
H 1.7291 -4.9455 -0.4664 0.137
H -0.5133 -1.2565 2.0017 0.069
H 2.0773 -2.5258 -1.2500 0.128
H 0.0079 4.1891 0.6490 0.134
H -1.0075 3.4540 -0.7163 0.139
H 1.1799 2.6799 -1.4572 0.174
H 1.7280 2.2785 0.1917 0.109
H -0.5755 2.2832 2.1954 0.171
H -2.1468 2.5059 1.2724 0.148
H -0.5466 -1.1386 -1.6667 0.081
H 0.8222 -0.3792 -2.6324 0.027
H -0.7743 0.3732 -2.7813 0.001
H -1.0957 0.2428 0.9277 0.132
H -1.9267 1.0749 -0.2297 0.232
H 2.2743 0.3948 1.0990 0.045



(9)
30
Properties=species:S:1:pos:R:3:lowdin_charge:R:1 method="wB97M-V/def2-TZVPD" homo_energy_ev=-7.538 smiles="C=Cc1ccccc1.C=[Si](C)NC" largest_force_ha_per_bohr=0.118 total_energy_ha=-773.44979 lumo_energy_ev=0.469 homo_lumo_gap_ev=8.0 relative_energy_kj_mol=248.6
C -1.7191 -0.5485 0.4584 -0.099
C -1.4001 -1.7728 -0.1646 -0.092
C -1.8311 0.5995 -0.3061 -0.053
C -1.1004 -1.7297 -1.5571 -0.074
C -1.4257 0.7369 -1.6478 -0.232
C -1.0614 -0.4824 -2.2291 -0.065
C -1.2818 3.0888 -1.6994 0.045
C -1.3204 1.9783 -2.4070 -0.095
C 1.0314 1.5735 2.0463 -0.161
C 1.5962 -2.8672 2.2055 -0.181
C 2.4394 -0.7216 -0.2612 -0.161
N 0.9345 0.1500 2.1903 -0.223
Si 1.5603 -1.3141 1.3937 0.707
H -1.9351 -0.5511 1.5250 0.107
H -1.3036 -2.5272 0.5127 0.055
H -2.0986 1.4972 0.0969 0.069
H -0.7584 -2.5817 -2.2123 0.114
H -1.2801 4.0407 -2.1048 0.042
H -1.1546 3.0661 -0.6684 0.031
H -1.3255 2.0008 -3.4059 0.068
H 0.4615 1.8472 1.0421 0.104
H 0.6670 1.9320 2.9142 0.032
H 2.1244 1.7368 1.9306 0.084
H 2.0927 -3.5564 1.7138 -0.114
H 0.9893 -3.0903 2.9791 -0.082
H -0.6182 -0.6217 -3.3059 0.141
H 3.3404 -0.2027 0.1261 0.034
H 2.5275 -1.6010 -0.8413 0.000
H 1.8427 -0.0794 -0.8100 -0.022
H 0.0067 -0.0001 2.4862 0.019



(10)
34
Properties=species:S:1:pos:R:3:lowdin_charge:R:1 method="wB97M-V/def2-TZVPD" homo_energy_ev="-8.289 / -9.856" largest_force_ha_per_bohr=0.071 multiplicity=4 total_energy_ha=-880.53181 lumo_energy_ev="0.342 / -0.715" homo_lumo_gap_ev="8.6 / 9.1" relative_energy_kj_mol=34.6
O -0.1617 3.0894 0.3117 -0.008
O -0.7241 4.1457 0.6451 0.049
C -3.4723 -0.1648 0.2557 -0.075
C -2.6539 1.0208 -0.2326 -0.179
C -2.1376 0.8285 -1.6292 -0.327
O -2.8717 0.6084 -2.5816 0.089
C -0.6006 0.9489 -1.8761 -0.269
C 0.1496 0.0801 -0.9181 -0.173
C -0.1168 -1.3756 -1.1346 -0.010
C 1.4065 0.4097 -0.3255 -0.126
C 1.6989 -0.0317 1.1869 -0.345
O 1.5476 1.3229 0.7792 -0.016
C 3.0606 -0.4702 1.6313 -0.181
C 3.3642 -1.9516 1.3914 -0.087
C 0.4994 -0.4382 1.9839 -0.146
O -0.5947 0.1109 1.9409 0.071
O -0.3594 0.5287 -3.2225 -0.021
H -4.1539 0.1821 1.0345 0.078
H -4.0399 -0.5781 -0.5848 0.080
H -2.8123 -0.9261 0.6811 0.068
H -3.2806 1.9253 -0.2733 0.134
H -1.8133 1.2396 0.4369 0.075
H -0.3809 2.0167 -1.7144 0.144
H 0.2972 -1.9862 -0.3173 0.087
H -1.1977 -1.5628 -1.2108 0.093
H 0.3447 -1.6983 -2.0920 0.107
H 2.2787 0.4126 -1.0193 0.178
H 3.7975 0.1509 1.1081 0.126
H 3.1110 -0.2441 2.7105 0.125
H 4.3171 -2.2332 1.8524 0.075
H 2.5817 -2.5923 1.8165 0.071
H 3.4453 -2.1591 0.3176 0.078
H 0.6951 -1.2486 2.7282 0.138
H -1.2238 0.6396 -3.6797 0.096



(11)
29
Properties=species:S:1:pos:R:3:lowdin_charge:R:1 method="wB97M-V/def2-TZVPD" homo_energy_ev="0.725 / -3.401" largest_force_ha_per_bohr=0.141 multiplicity=2 total_energy_ha=-429.79825 lumo_energy_ev="3.608 / 3.580" homo_lumo_gap_ev="2.9 / 7.0" charge=-1 relative_energy_kj_mol=238.2
C 2.2722 1.6259 -1.3616 -0.391
C 2.5934 0.2266 -1.8672 -0.138
C 1.1849 1.9318 -0.3834 -0.147
H 2.1586 2.3166 -2.2553 0.104
H 3.2420 2.0112 -1.0268 0.079
H 2.0532 -0.6482 -1.2311 0.070
H 2.2228 0.1293 -2.9767 0.087
H 0.1292 1.8147 -0.8723 0.103
H 1.4254 2.9599 0.0755 0.083
H 3.6488 -0.0111 -1.9666 0.040
H 1.0282 1.2000 0.5032 0.081
C -0.4686 -2.3241 0.8407 -0.246
C 0.9516 -2.1559 0.4028 -0.148
C -1.2702 -0.9646 0.9039 -0.324
C -1.3149 -0.1336 1.9443 -0.183
C -2.0599 -0.7964 -0.3152 -0.145
C -2.2336 0.9373 1.9446 -0.230
C -2.9222 0.2946 -0.3193 -0.220
C -3.0035 1.0864 0.7935 -0.234
H -1.0841 -3.0500 0.4494 0.049
H -0.5192 -2.5563 2.0398 0.132
H 0.9160 -1.7933 -0.6755 0.063
H -0.5088 -0.2494 2.8432 0.135
H -1.9782 -1.4110 -1.1914 0.048
H -1.9918 1.7370 2.6419 0.040
H -3.5348 0.5312 -1.1789 0.069
H -3.9534 1.8246 0.8468 0.103
H 1.4677 -3.1015 0.4113 0.047
H 1.5494 -1.4315 0.9804 0.074



(12)
29
Properties=species:S:1:pos:R:3:lowdin_charge:R:1 method="wB97M-V/def2-TZVPD" homo_energy_ev=-8.675 smiles=Cc1ccccc1.CC(C)C largest_force_ha_per_bohr=0.110 total_energy_ha=-429.84280 lumo_energy_ev=0.909 homo_lumo_gap_ev=9.6 relative_energy_kj_mol=256.8
C -0.4730 -2.2432 -2.2124 -0.066
C 2.0374 -0.6610 0.0468 -0.096
C 1.0196 -0.6686 -0.8640 -0.099
C 2.2103 -1.7821 0.9493 -0.045
C 0.2991 -1.8499 -0.9848 -0.309
C 1.3273 -2.9624 0.8742 -0.070
C 0.3723 -2.9038 -0.1159 -0.129
H 2.6947 0.2102 0.1383 0.110
H 1.0032 0.1781 -1.5145 0.095
H 2.9583 -1.6653 1.6948 0.068
H 1.4048 -4.0063 1.3818 0.128
H -0.9829 -3.2215 -2.0683 0.075
H 0.2351 -2.2579 -3.1089 0.104
H -0.5068 -3.7067 -0.0338 0.153
H -1.1890 -1.4003 -2.4381 0.085
C -0.6304 1.7071 0.6061 -0.520
C -2.1244 1.3437 0.5137 -0.078
C -0.1537 2.4626 -0.5601 -0.130
C -0.4486 2.6081 1.7801 -0.122
H 0.0974 0.8385 0.6419 0.114
H -2.5069 0.6870 1.3795 0.096
H -0.4123 1.7527 -1.4549 0.093
H -0.8003 3.2827 -0.8173 0.076
H 0.8476 2.6616 -0.8776 0.073
H -0.6249 3.6682 1.6668 0.076
H -1.0494 2.3334 2.6679 0.079
H -2.4108 0.8139 -0.4128 0.072
H -2.7069 2.2545 0.8176 0.087
H 0.5133 2.5268 2.3045 0.079